This record from OMol25 describes an isolated molecule of C6H6. The level of theory is the ωB97M-V functional and the def2-TZVPD basis.

ORCA input file:
```
! wB97M-V def2-TZVPD RIJCOSX def2/J DEFGRID3
* xyz 0 1
C -1.195 -1.498 -0.620
C -0.645 -0.378 0.176
C 0.628 0.129 0.100
C 1.633 -0.730 -0.451
C 0.792 1.482 0.585
C 0.784 2.661 0.837
H -0.435 -1.910 -1.284
H -1.638 -2.281 0.003
H -2.020 -1.066 -1.205
H -1.350 0.147 0.826
H 2.621 -0.307 -0.174
H 0.757 3.709 1.037
*
```

Computed properties:
Largest force on an atom (eV Å⁻¹): 0.6
Calculated total energy (eV): -6313.062
Kohn-Sham gap (alpha / beta) (eV): 7.623 / 7.623